{"formula": "C4H7NO", "method": "ωB97M-V with the def2-TZVPD basis set", "fmax_ev_per_a": 0.44, "relative_energy_kcal_mol": 25.3, "smiles": "C[C@H]1COC=N1", "homo_lumo_gap_ha": 0.394, "species": ["C", "C", "C", "O", "C", "N", "H", "H", "H", "H", "H", "H", "H"], "xyz": [[1.49498, 0.01985, 0.05779], [0.16719, -0.71572, -0.10580], [-0.84827, -0.18621, 0.91013], [-1.38730, 0.96296, 0.22240], [-1.13907, 0.70537, -1.08695], [-0.38824, -0.26527, -1.39842], [2.10489, -0.08923, -0.84197], [2.05932, -0.31679, 0.93223], [1.26498, 1.08490, 0.18335], [0.28082, -1.80373, -0.07841], [-0.39712, 0.14090, 1.84984], [-1.67367, -0.87839, 1.11458], [-1.58666, 1.40380, -1.78608]], "forces_ev_per_a": [[0.117, 0.013, 0.027], [0.130, -0.080, 0.182], [0.050, -0.161, 0.112], [-0.094, 0.033, -0.059], [0.038, -0.095, -0.262], [-0.238, 0.358, 0.112], [-0.022, -0.055, 0.151], [-0.072, -0.031, -0.093], [0.177, -0.120, -0.026], [-0.028, 0.208, -0.021], [-0.093, 0.009, -0.144], [0.126, 0.052, -0.065], [-0.091, -0.132, 0.086]]}